1.
Entry from the OMol25 dataset: 2 unconnected molecules or ions with the total composition CN2O3S (ωB97M-V/def2-TZVPD).

Last column: Löwdin charge in e.
Atoms and positions in Å:
C1 1.1681 -0.4279 0.4621  -0.48
N1 0.8309 -1.4983 0.4380  0.11
N2 -2.2028 -0.0214 0.2464  -0.18
O1 -1.2730 0.7430 0.2791  -0.02
O2 -2.5389 -0.9417 -0.3729  0.15
O3 2.1386 1.5368 -0.8675  -0.51
S1 1.4250 1.3449 0.3911  0.93

Force components x, y, z for each atom (eV/Å):
C 0.945 4.457 0.154
N -0.917 -3.767 0.016
N 0.244 1.669 1.436
O -0.823 -0.590 -0.396
O 0.089 -1.019 -1.033
O 0.575 0.466 -0.865
S -0.112 -1.216 0.689

Calculated values
HOMO level (spin up / spin down)   -0.3667 / -0.3887 hartree
Largest force on an atom   4.6 eV/Å
Energy above the lowest of the compared OMol25 structures with the same formula, charge and spin   161.4 kJ/mol
E   -20988.811 eV
Frontier orbital gap (spin up / spin down)   8.3 / 8.5 eV
Net charge   0



2.
Entry from the OMol25 dataset: Cl2HN3 in the gas phase (ωB97M-V/def2-TZVPD).

Last column: Löwdin charge in e.
Atoms and positions in Å:
N1 -0.4383 1.9475 -1.2140  0.07
N2 0.5421 1.7144 -1.7371  -0.77
N3 -0.3418 -0.5406 -0.7625  -0.43
Cl1 1.6583 2.8835 -2.6147  0.42
Cl2 1.0991 -0.2792 -1.4472  0.71
H1 -0.3120 -0.2722 0.2505  0.00

Force components x, y, z for each atom (eV/Å):
N 1.419 0.062 -0.905
N -3.422 2.323 1.233
N -0.245 -0.090 0.458
Cl 0.961 0.878 -0.733
Cl 0.780 -3.022 0.839
H 0.507 -0.150 -0.893

Calculated values
HOMO level (spin up / spin down)   -0.3501 / -0.3711 hartree
Largest force on an atom   4.3 eV/Å
Energy above the lowest of the compared OMol25 structures with the same formula, charge and spin   175.5 kJ/mol
E   -29525.563 eV
Frontier orbital gap (spin up / spin down)   7.8 / 8.2 eV
Net charge   0



3.
Entry from the OMol25 dataset: C15H28N2O3S in the gas phase (ωB97M-V/def2-TZVPD).

Last column: Löwdin charge in e.
Atoms and positions in Å:
C1 -0.7471 -2.0771 -4.1327  -0.11
S1 0.0614 -0.7557 -5.0581  0.62
O1 0.9696 -1.3589 -5.9948  -0.31
O2 -0.9396 0.1438 -5.5544  -0.30
N1 0.9519 0.0396 -3.9154  -0.25
C2 2.3295 -0.2982 -3.6943  -0.19
C3 2.6005 -0.3276 -2.1911  -0.16
C4 2.2606 1.0378 -1.5967  -0.15
C5 0.7926 1.3994 -1.8776  -0.20
C6 -0.1349 0.4995 -1.0626  -0.45
O3 -0.8043 -0.3986 -1.5324  0.06
N2 -0.1433 0.7979 0.2512  0.10
C7 -0.9132 0.0571 1.2401  -0.30
C8 0.0541 -0.8178 2.0434  -0.15
C9 -0.5909 -1.8600 2.9533  -0.19
C10 -1.4235 -1.3275 4.1231  -0.20
C11 -0.7744 -0.1788 4.9063  -0.20
C12 -1.3303 1.2105 4.5838  -0.21
C13 -1.0387 1.7735 3.1903  -0.20
C14 -1.7618 1.0502 2.0460  -0.14
C15 0.5169 1.2985 -3.3849  -0.15
H1 -1.0682 -1.6562 -3.1885  0.03
H2 -0.0255 -2.8694 -3.9893  0.06
H3 -1.5895 -2.4223 -4.7166  0.06
H4 2.9901 0.4409 -4.1738  0.13
H5 2.5047 -1.2664 -4.1614  0.12
H6 1.9749 -1.0932 -1.7298  0.12
H7 3.6475 -0.5703 -2.0048  0.12
H8 2.9018 1.7961 -2.0532  0.12
H9 2.4530 1.0374 -0.5210  0.11
H10 0.6112 2.4346 -1.5669  0.15
H11 0.4236 1.5565 0.5949  0.14
H12 -1.5795 -0.5907 0.6603  0.15
H13 0.7252 -0.1848 2.6242  0.10
H14 0.6703 -1.3542 1.3161  0.12
H15 -1.2207 -2.5169 2.3496  0.11
H16 0.2190 -2.4706 3.3617  0.11
H17 -1.5892 -2.1688 4.8004  0.11
H18 -2.4069 -1.0171 3.7733  0.10
H19 -0.9476 -0.3441 5.9723  0.11
H20 0.3066 -0.1905 4.7602  0.11
H21 -0.9145 1.9099 5.3147  0.11
H22 -2.4129 1.1962 4.7331  0.11
H23 0.0390 1.7851 3.0186  0.10
H24 -1.3656 2.8163 3.1982  0.11
H25 -2.6385 0.5401 2.4402  0.10
H26 -2.1309 1.7889 1.3297  0.12
H27 1.0368 2.1281 -3.8897  0.14
H28 -0.5494 1.3777 -3.5950  0.12

Force components x, y, z for each atom (eV/Å):
C 0.264 0.683 -0.386
S 0.000 -0.371 0.216
O 0.087 -0.085 0.234
O -0.132 0.085 0.322
N -0.387 -0.360 -0.729
C 0.410 -0.456 0.121
C 0.045 0.233 -0.184
C -0.030 -0.136 0.114
C 0.022 -0.117 -0.298
C 0.307 0.575 0.013
O -0.255 -0.307 -0.200
N -0.011 0.107 0.399
C -0.030 -0.149 -0.026
C -0.315 -0.231 -0.097
C -0.003 0.176 0.021
C 0.175 -0.123 0.044
C -0.309 0.041 0.056
C 0.388 0.023 -0.012
C -0.316 0.020 0.092
C 0.049 -0.005 -0.065
C -0.535 0.386 0.275
H -0.056 0.033 0.083
H 0.166 -0.138 0.042
H -0.098 -0.071 -0.212
H -0.027 -0.077 -0.013
H 0.224 0.067 0.053
H 0.027 -0.118 0.019
H 0.001 -0.035 0.015
H 0.031 0.054 0.031
H 0.047 0.083 -0.033
H 0.005 -0.067 -0.036
H 0.037 0.012 -0.151
H 0.103 0.090 0.086
H 0.117 0.054 -0.017
H 0.039 0.083 0.018
H 0.052 -0.111 -0.036
H -0.036 -0.067 -0.020
H -0.093 0.024 -0.030
H -0.099 -0.030 0.037
H 0.089 -0.009 -0.005
H 0.115 0.007 0.063
H -0.090 0.021 0.031
H -0.059 0.034 0.032
H 0.120 0.090 0.006
H 0.093 0.001 -0.030
H -0.078 0.004 0.004
H -0.059 -0.093 0.016
H -0.071 -0.068 0.044
H 0.074 0.239 0.093

Calculated values
HOMO level   -0.3363 hartree
Largest force on an atom   0.9 eV/Å
Energy above the lowest of the compared OMol25 structures with the same formula, charge and spin   0.0 kJ/mol
E   -35968.057 eV
Frontier orbital gap   9.7 eV
Net charge   0